No. 1
11
Properties=species:S:1:pos:R:3:lowdin_charge:R:1 method="wB97M-V/def2-TZVPD" smiles="C[C@H](O)C=O" de_lowest_kj_mol=102.3 homo_ev=-9.986 lumo_energy_ev=0.669 homo_lumo_gap_ev=10.7
C 0.628 1.381 -0.113 -0.042
C 0.439 -0.057 0.356 -0.415
O 1.374 -0.966 -0.185 -0.042
C -0.943 -0.596 -0.020 -0.201
O -1.945 0.074 -0.052 0.063
H 1.542 1.818 0.303 0.080
H 0.706 1.421 -1.193 0.085
H -0.240 1.969 0.221 0.087
H 0.478 -0.079 1.452 0.147
H 2.271 -0.675 0.040 0.102
H -0.932 -1.685 -0.257 0.134

=====

No. 2
30
Properties=species:S:1:pos:R:3:lowdin_charge:R:1 method="wB97M-V/def2-TZVPD" smiles=Cn1nc2ccccc2c1[Si](C)(C)C de_lowest_kj_mol=297.9 homo_ev=-7.675 lumo_energy_ev=0.783 homo_lumo_gap_ev=8.5
C -0.081 -2.717 0.139 -0.006
N -0.584 -1.433 -0.362 -0.282
N -1.452 -1.523 -1.299 0.092
C -1.728 -0.278 -1.763 -0.273
C -2.576 0.068 -2.812 -0.049
C -2.852 1.363 -3.045 -0.074
C -2.187 2.317 -2.211 -0.115
C -1.158 2.092 -1.384 -0.098
C -0.984 0.740 -1.115 -0.025
C -0.012 -0.301 -0.016 -0.085
Si 1.261 0.022 1.324 0.580
C 1.438 1.890 1.631 -0.154
C 2.994 -0.574 0.723 -0.160
C 0.808 -0.944 2.882 -0.198
H 0.964 -2.866 -0.440 0.148
H 0.035 -2.825 1.210 0.061
H -0.639 -3.539 -0.234 0.067
H -3.092 -0.736 -3.383 0.126
H -3.601 1.614 -3.711 0.079
H -2.360 3.408 -2.317 0.110
H -0.797 2.881 -0.706 0.111
H 0.578 2.380 1.250 -0.004
H 1.530 2.073 2.671 0.014
H 2.315 2.314 1.172 0.029
H 3.780 0.060 0.851 -0.017
H 3.299 -1.504 1.233 0.038
H 2.935 -0.871 -0.276 -0.003
H 0.917 -1.953 2.797 -0.042
H 1.412 -0.581 3.808 0.065
H -0.164 -0.577 3.380 0.066